Formula: C9H13NO3
Source: the Open Molecules 2025 dataset
Level of theory: wB97M-V/def2-TZVPD

```
26
C9H13NO3 (wB97M-V/def2-TZVPD)
O -1.51 0.56 0.54
C 0.45 -0.45 1.33
H 0.44 2.76 -0.65
H -2.68 0.28 -1.22
H 2.42 0.08 2.04
N 1.70 -0.25 -1.25
H 1.85 -0.79 -2.05
H -0.03 0.93 -2.06
H -1.23 -3.11 0.67
H -2.27 -1.70 0.89
C 0.60 0.58 -1.18
C -2.25 1.09 -0.59
H 0.09 0.20 2.07
H 0.72 -1.37 1.71
C 2.44 -0.52 -0.17
O -0.87 -1.44 -0.62
H 2.03 2.50 1.26
H -3.15 1.56 -0.32
O 3.37 -1.31 -0.11
C -1.83 -2.22 0.04
H -1.64 1.89 -1.10
C 1.94 0.24 1.07
C 1.61 1.67 0.65
C -0.50 -0.29 0.11
C 0.84 1.81 -0.41
H -2.57 -2.69 -0.67
```

Summary:
Energy, Ha: -631.10546
Net charge: 0
Gap between HOMO and LUMO, eV: 9.178
Energy above the lowest of the compared OMol25 structures with the same formula, charge and spin, kJ/mol: 338.70

Here are the natural (NBO) charges for atoms 1 to 4, given in e:
1 O -0.557
2 C -0.455
3 H 0.214
4 H 0.194